(1)
Below is a molecular structure, C23H45Cl3FeN2O4PSi in a non-equilibrium geometry, with properties calculated with the ωB97M-V functional and the def2-TZVPD basis.

Each line ends with the Mulliken spin population.
CARTESIAN COORDINATES (ANGSTROEM)
O 0.28 2.54 1.89  -0.011
C -1.61 0.04 0.10  -0.005
H -2.34 5.11 0.91  0.000
H -1.93 -3.25 3.95  0.000
H 0.61 0.37 7.36  0.000
H -0.29 -1.01 -5.01  0.000
C -0.84 -5.21 2.82  0.000
O -2.67 -2.18 2.37  0.000
H 1.75 3.53 -5.32  0.000
H 1.47 -1.76 -5.47  0.000
H 1.63 0.74 5.90  0.002
C 2.06 -1.91 -3.44  -0.001
C 1.54 -0.56 -3.00  -0.010
H -2.44 -1.50 5.46  0.000
H -0.33 3.06 -6.56  0.000
H 3.51 -3.77 -5.01  0.000
P -0.60 0.13 5.32  0.001
H 2.48 -2.32 -1.37  0.005
N -0.39 4.69 1.41  0.000
H -0.08 2.33 -2.76  -0.001
H 0.55 2.36 -1.09  0.000
Fe 2.41 0.13 1.29  3.715
C 0.10 2.28 -5.94  0.000
C 1.94 -2.36 -4.70  -0.001
C 1.10 0.39 -4.15  -0.003
H -0.80 2.54 5.35  0.000
Cl 3.02 1.14 3.10  0.113
H -0.87 -2.14 5.96  0.000
O -0.31 -0.06 3.86  0.005
C -0.46 1.01 -5.89  0.000
Cl 1.12 -1.64 1.21  0.088
Cl 3.58 0.57 -0.51  0.100
H -0.85 6.66 0.95  0.000
H 0.85 6.44 1.49  0.000
C 2.43 -3.68 -5.13  0.000
H -1.74 -3.18 0.30  -0.004
H 0.34 5.97 -0.14  0.000
H -0.70 -5.97 2.05  0.000
H -1.78 3.56 0.28  0.000
C 2.66 -2.75 -2.36  0.000
C -1.74 4.23 1.15  0.000
H 2.21 -3.75 -2.40  0.000
H -1.78 0.59 -3.76  0.000
N -1.34 -4.03 2.16  -0.001
C 0.51 3.77 1.84  -0.003
C -1.42 1.72 5.73  0.000
H -2.42 1.79 5.27  0.000
H -1.53 1.82 6.82  0.000
H 1.49 4.19 2.14  0.000
H -1.57 -5.56 3.56  0.000
H -1.06 -0.51 0.89  0.003
H -1.32 0.72 -6.50  0.000
H 3.74 -2.91 -2.52  0.000
C -1.53 -1.26 6.02  0.000
C -0.30 2.07 -1.72  -0.007
H -2.58 -0.47 -0.10  0.000
C -2.00 -0.03 -2.86  0.000
H -1.89 1.05 0.51  0.001
H 2.68 1.81 -3.75  0.002
H -1.15 -4.89 0.28  0.001
H -3.01 0.25 -2.55  0.000
Si -0.71 0.27 -1.52  0.007
H 0.12 -5.06 3.34  0.000
H 2.24 -3.77 -6.19  0.000
C 1.25 2.57 -5.20  0.001
C 0.02 6.00 0.92  0.000
C 0.90 0.06 6.35  -0.001
C 1.79 1.60 -4.35  0.001
H -2.02 -1.06 -3.22  0.000
C -1.07 -3.91 0.75  0.004
C 0.10 0.02 -5.06  0.000
H -1.17 2.65 -1.40  0.000
C -2.01 -3.08 2.86  -0.002
O 0.57 -0.77 -1.93  -0.015
H -0.03 -3.59 0.57  0.001
H -2.15 3.76 2.05  0.000
H 1.95 -4.51 -4.60  0.000
H 1.25 -0.98 6.29  0.000
H -1.75 -1.06 7.07  0.000
H 2.35 -0.07 -2.44  0.016

Results
Maximum force (eV Å⁻¹): 3.0
Expectation value of S²: 6.02
Net charge: -1
HOMO energy (spin up / spin down) (eV): -5.54 / -5.00
Lowest unoccupied orbital energy (spin up / spin down) (eV): 2.56 / 2.56
Energy relative to the best compared isomer or geometry (same formula, charge and spin) (kcal/mol): 0.0
Spin multiplicity: 5
Orbital gap (spin up / spin down) (eV): 8.104 / 7.561

=====

(2)
Below is a molecular structure, C23H45Cl3N2O6PPrSi in a non-equilibrium geometry, with properties calculated with the ωB97M-V functional and the def2-TZVPD basis.

Each line ends with the Mulliken spin population.
CARTESIAN COORDINATES (ANGSTROEM)
H -3.21 -3.50 0.70  0.000
C -0.61 1.19 4.35  0.000
H -1.29 6.22 3.12  0.000
C -0.22 -4.76 -3.49  0.000
C -1.02 5.92 2.10  0.000
H 3.87 -3.31 -0.24  0.000
H -1.57 5.72 -2.36  0.000
P 0.27 -1.01 3.04  0.001
O 0.40 0.54 3.57  0.000
H 3.09 -1.67 0.97  0.000
H 1.05 -3.26 0.61  0.000
H -1.73 3.95 -2.17  0.001
H -2.21 -1.88 -0.54  -0.001
H -0.85 0.63 5.26  0.000
H -0.54 6.77 1.59  0.000
C -2.18 -4.91 2.00  0.000
H -1.82 5.73 -6.08  0.000
C 2.41 -1.08 -2.33  0.004
H -0.12 -4.68 -1.33  0.000
H 2.80 -2.12 3.69  0.000
H -2.74 4.80 -3.36  0.000
H -0.98 -1.11 -3.19  0.000
H 2.47 -3.77 -1.27  0.000
C -0.31 3.73 1.33  0.001
C -1.08 -3.35 0.53  0.000
C 2.75 -1.07 0.10  0.000
H -2.62 -1.70 -2.84  0.000
C -0.82 5.85 -5.64  0.000
N -0.13 4.76 2.14  0.000
O -1.33 -1.31 3.16  -0.002
C 0.17 -3.76 1.00  0.000
Cl -0.80 2.72 -5.20  0.000
H -1.58 -1.69 5.22  0.000
H -1.57 -3.15 4.15  0.000
C -2.25 -3.89 1.06  0.000
H -0.31 -4.08 -4.35  0.000
C -0.94 -5.37 2.44  0.000
H 0.83 5.25 3.92  0.000
H 2.44 -2.38 5.43  0.000
O -0.28 -1.31 -0.46  -0.004
C 1.37 4.81 -4.01  0.000
H 1.79 5.57 2.45  0.000
H 3.01 -1.49 -3.15  0.000
C -0.46 -4.09 -2.18  0.000
H -3.10 -5.34 2.40  0.000
H 1.84 4.94 -4.99  0.000
H -2.95 -2.01 4.11  0.000
H -0.16 2.15 4.63  0.000
C 2.08 -2.54 4.41  0.000
H 1.56 3.89 3.00  0.000
C -1.74 4.77 -2.90  -0.001
H 0.78 -5.21 -3.51  0.000
C 1.09 4.87 2.92  0.000
C -1.86 -2.09 4.24  0.000
H 1.84 3.97 -3.50  0.000
H 2.50 0.01 -2.30  -0.001
C -1.07 -2.91 -2.00  0.000
C 0.24 -4.79 1.94  0.001
H -1.28 3.68 0.82  -0.001
C -1.59 -2.02 -3.09  0.000
O 2.30 0.10 0.25  0.001
O 0.77 -1.96 4.32  0.000
H -1.62 -2.54 -4.05  0.000
H -0.75 6.87 -5.24  0.000
O 0.56 2.82 1.18  0.002
H -0.93 -5.59 -3.64  0.000
Si -0.47 4.56 -4.29  0.000
Cl -2.49 1.27 0.56  -0.006
H 1.35 -1.35 -2.52  -0.001
H 3.97 -3.18 -2.03  0.000
H -1.92 5.65 1.55  0.000
N 2.87 -1.68 -1.08  -0.001
C -1.21 -2.33 -0.60  -0.003
H 1.56 5.73 -3.43  0.000
Pr 0.03 0.91 -0.18  2.012
H 1.22 -5.14 2.29  0.000
H -0.09 5.75 -6.45  0.000
H -1.52 1.38 3.75  0.000
H -0.88 -6.16 3.19  0.000
Cl 0.59 1.75 -2.55  -0.003
H 2.02 -3.62 4.22  0.000
C 3.32 -3.07 -1.16  0.000

Results
Maximum force (eV Å⁻¹): 2.2
Expectation value of S²: 2.00
HOMO energy (spin up / spin down) (eV): -8.19 / -8.22
Lowest unoccupied orbital energy (spin up / spin down) (eV): 0.28 / 0.28
Energy relative to the best compared isomer or geometry (same formula, charge and spin) (kcal/mol): 8.8
Spin multiplicity: 3
Orbital gap (spin up / spin down) (eV): 8.473 / 8.503

=====

(3)
Below is 3 unconnected molecules or ions with the total composition C23H45FIN7O4P2 in a non-equilibrium geometry, with properties calculated with the ωB97M-V functional and the def2-TZVPD basis.

Each line ends with the Löwdin charge.
CARTESIAN COORDINATES (ANGSTROEM)
N -3.91 0.39 6.87  -0.293
O 3.53 -4.21 4.79  0.013
N 2.96 0.56 -5.16  -0.286
H -2.66 2.12 6.91  0.084
O 5.21 -5.96 0.79  0.007
H -5.90 -3.24 5.26  0.081
H -6.21 1.58 2.61  0.082
H 4.58 -0.34 -8.60  0.074
H 0.99 -0.35 -8.66  0.081
H -1.80 0.61 6.54  0.067
C 4.05 -3.50 0.96  -0.023
C -6.78 1.36 5.01  -0.138
H 2.35 3.94 -8.78  0.081
C 4.90 -4.82 1.42  -0.236
H 0.58 3.32 -7.56  0.088
C 2.99 3.10 -8.50  -0.134
H 0.62 0.40 -0.15  0.096
H -2.29 0.95 8.18  0.080
H 1.52 0.10 -3.64  0.063
H 3.69 0.97 2.51  0.084
O -3.25 1.08 4.74  -0.316
H 0.63 1.82 -8.48  0.074
C 3.81 1.35 1.39  -0.149
C 2.82 -1.43 -0.48  -0.009
H -4.58 0.93 2.61  0.070
H -5.34 -0.01 8.36  0.070
P -4.26 0.00 5.22  0.816
H -4.29 1.28 8.78  0.083
H 5.90 -3.67 2.76  0.134
H 1.40 -1.71 -7.63  0.092
C 2.19 -0.91 0.97  -0.128
H -7.05 2.32 4.54  0.088
C 4.01 -3.96 3.57  -0.220
H -6.78 1.58 6.08  0.052
H 1.95 2.67 1.22  0.090
H 3.32 1.99 -3.62  0.084
H -5.50 1.61 7.58  0.069
C 2.48 -1.65 2.41  0.032
C 1.41 -0.62 -7.68  -0.155
H 4.27 -3.25 -1.46  0.114
H 2.05 -1.30 3.44  0.077
H -7.61 0.68 4.80  0.074
H 3.33 -1.47 -9.09  0.080
C 0.97 2.29 -7.55  -0.139
H 4.49 0.65 0.73  0.082
C -5.51 -2.33 4.80  -0.155
N 5.28 -4.51 2.89  0.043
C 3.68 1.01 -3.94  -0.148
N 2.40 2.28 -7.43  -0.342
H 4.76 1.06 -4.11  0.073
C 3.79 -2.80 -0.50  0.088
H -5.96 -0.17 2.72  0.062
N -5.42 -1.23 5.77  -0.330
F 2.53 -0.67 -1.74  -0.100
C -5.58 0.80 3.05  -0.130
H 0.45 1.82 -6.72  0.052
H 3.17 2.50 -9.39  0.061
H 2.52 1.86 -0.49  0.115
H 3.94 3.53 -8.18  0.071
O 4.12 2.44 -5.91  -0.284
C 1.61 0.23 -4.73  -0.132
H 4.41 2.38 1.49  0.087
H -6.83 -0.28 7.09  0.048
H 0.69 -0.28 -6.94  0.048
C 3.50 -0.44 -8.76  -0.157
H -4.52 -2.58 4.40  0.075
H 0.88 1.01 -4.97  0.070
C 3.45 -2.97 2.39  -0.015
I -0.05 0.78 2.60  0.797
C 2.36 1.71 0.68  -0.275
H -6.16 -2.07 3.96  0.066
C 1.25 0.47 0.85  -0.687
H -7.54 -1.27 5.84  0.081
H 3.21 0.23 -9.56  0.065
H 3.55 0.32 -3.11  0.050
N -5.52 0.87 4.51  -0.341
N 2.77 -0.15 -7.52  -0.331
H -6.71 -2.01 7.20  0.093
P 3.49 1.23 -6.66  0.812
C -4.81 0.84 7.92  -0.137
C -6.67 -1.18 6.50  -0.154
C -2.61 1.06 7.13  -0.150
H 1.30 -0.74 -5.12  0.072

Results
Maximum force (eV Å⁻¹): 9.3
HOMO energy (eV): -7.42
Lowest unoccupied orbital energy (eV): -1.67
SMILES string: CC[C@H](I)c1cc2c(cc1F)C(=O)NC2=O.CN(C)P(=O)(N(C)C)N(C)C.CN(C)P(=O)(N(C)C)N(C)C
Orbital gap (eV): 5.749

=====

(4)
Below is a molecular structure, C23H45MoN6O4, with properties calculated with the ωB97M-V functional and the def2-TZVPD basis.

Each line ends with the Mulliken spin population.
CARTESIAN COORDINATES (ANGSTROEM)
H 4.23 2.17 -1.68  0.001
H -1.52 4.07 0.54  0.001
H 0.42 -2.77 2.58  -0.001
C -3.52 -4.94 -3.56  -0.002
C 0.51 2.57 -1.18  -0.001
H -2.01 2.98 2.69  0.000
O -2.98 0.44 -2.47  -0.007
N -0.73 2.29 -0.39  0.012
H -4.35 -2.92 -5.32  0.002
O -0.79 0.20 -2.07  -0.018
H 4.05 -1.19 -0.53  0.005
H 1.24 1.01 0.09  0.021
N -1.52 -2.38 -2.40  -0.028
C 1.39 -0.57 3.09  -0.005
C -2.25 0.49 4.11  0.001
H -1.94 3.03 -2.01  0.002
H 2.82 -2.41 -0.48  -0.008
Mo 0.10 -1.31 -1.67  1.948
C -1.85 -0.81 1.99  0.046
C 2.99 -1.34 -0.34  0.029
H -2.16 -1.75 2.45  0.000
H -2.55 1.84 1.45  0.000
C -1.68 2.36 1.85  0.000
H 3.17 0.69 3.28  0.000
H 2.35 2.36 -0.05  -0.002
C 2.75 -0.90 1.09  0.002
C 1.20 -2.58 1.84  0.005
H 0.03 4.63 -1.67  0.000
H 1.69 4.18 -1.99  0.000
C -0.96 3.16 0.77  -0.002
H 4.65 0.50 -1.99  0.000
C -0.01 -0.58 3.74  0.003
O 0.47 -2.63 -0.52  0.007
H 2.99 0.66 -3.72  0.005
H -2.69 -5.39 -3.02  0.001
N -3.39 -3.47 -3.54  0.053
C -2.42 -2.90 -2.94  0.028
N -0.72 1.34 2.36  0.000
H -0.32 -1.60 3.97  0.000
H 2.10 -3.10 2.21  0.002
H -1.14 -1.03 1.19  -0.001
H -2.83 2.33 -0.68  -0.001
H 1.18 4.48 -0.34  0.000
N 2.23 -0.63 -1.44  -0.086
H 0.29 2.22 -2.18  0.003
H 0.13 -0.13 4.72  0.000
H -0.17 1.02 1.55  -0.001
H -2.51 -0.39 4.70  0.000
H -3.51 -5.27 -4.59  0.002
H 1.99 -1.25 3.72  0.000
O 0.59 -4.55 0.61  -0.001
H -4.46 -5.21 -3.09  0.001
C -2.03 0.92 -1.98  -0.003
H 2.97 0.16 1.15  -0.006
H -3.17 0.86 3.67  0.000
C 2.53 0.89 -1.62  -0.015
H 2.65 -1.03 -2.28  -0.012
H 1.26 0.85 -3.43  0.001
C 0.75 -3.39 0.65  0.007
H -2.75 -0.36 1.55  0.004
C -4.39 -2.66 -4.27  -0.002
H 1.89 1.47 2.38  0.001
C -1.90 2.24 -1.25  -0.005
C 1.67 1.71 -0.62  -0.004
C 2.25 1.17 -3.10  0.009
C 2.09 0.79 3.21  -0.002
H -4.18 -1.60 -4.13  0.001
H 0.01 3.49 1.16  0.000
H -5.38 -2.89 -3.87  0.002
H 2.34 2.23 -3.31  -0.001
H -1.84 1.23 4.80  0.000
H 4.31 1.05 -0.33  -0.001
H 3.53 -1.40 1.69  0.001
C -1.22 0.08 3.06  -0.007
N 1.42 -1.14 1.69  0.019
C 0.87 4.05 -1.29  0.000
H 1.78 1.28 4.14  0.000
C 4.02 1.15 -1.38  0.000
H -0.07 1.81 2.99  0.000

Results
Maximum force (eV Å⁻¹): 0.3
Expectation value of S²: 2.01
Net charge: +3
HOMO energy (spin up / spin down) (eV): -17.74 / -17.81
Lowest unoccupied orbital energy (spin up / spin down) (eV): -10.66 / -10.64
Energy relative to the best compared isomer or geometry (same formula, charge and spin) (kcal/mol): 1.9
Spin multiplicity: 3
Orbital gap (spin up / spin down) (eV): 7.080 / 7.171